1.
DFT (ωB97M-V/def2-TZVPD) results for 16 unconnected molecules or ions with the total composition C88H176N8O20 at a distorted geometry.

```
292
Properties=species:S:1:pos:R:3
O 5.975 1.859 -4.956
O -4.657 -1.280 0.782
O 3.831 0.849 3.775
O 3.408 0.979 1.602
O 4.211 1.027 -6.076
O 3.802 -1.352 -7.331
O -4.895 -1.188 2.982
O -2.487 3.519 6.323
O -1.601 -5.114 6.534
O 4.311 -3.629 -2.043
O 6.756 2.789 -2.782
O -4.435 -5.000 6.590
O 4.442 -5.006 1.546
O -0.197 -5.564 4.815
O -2.207 -1.307 -4.607
O -2.930 1.367 6.863
O -3.222 3.913 -2.569
O -2.082 -1.260 -6.815
O -2.037 3.944 -0.634
O 2.705 -3.706 -0.526
N -3.807 -4.176 5.907
N 0.194 3.309 3.846
N 7.041 1.572 -2.710
N 4.398 -3.973 2.103
N -5.367 2.095 3.612
N -0.968 -0.897 -0.098
N 2.790 -0.899 -6.926
N -3.161 3.052 -5.847
C 0.104 0.733 4.318
C 4.051 1.369 2.658
C 0.891 3.372 1.249
C 1.906 -0.071 -7.752
C -7.431 2.609 6.429
C 3.201 -3.668 2.979
C -4.253 3.975 -5.389
C 3.873 -3.326 4.343
C 5.121 2.479 2.611
C -1.416 0.856 -1.784
C -3.661 -4.558 4.493
C 1.593 -0.215 -4.810
C -2.248 -1.837 -5.697
C 4.940 -2.278 4.409
C -6.800 -1.678 1.758
C -3.455 -2.745 6.575
C 2.324 -4.912 3.022
C -5.672 3.403 -5.476
C -1.802 3.566 -5.483
C -1.867 5.819 -2.155
C -6.247 1.821 5.902
C -3.203 -3.138 8.007
C 2.232 -1.410 -5.560
C -0.854 -2.070 -1.080
C -4.691 1.127 -5.135
C -5.773 2.165 -4.591
C -1.421 -1.422 1.217
C 8.380 1.135 -3.165
C 5.624 -3.107 1.960
C 4.576 1.157 -2.306
C -2.430 2.112 -9.489
C -4.740 -2.019 6.399
C -2.456 -3.350 -5.749
C 9.235 1.156 -1.890
C -2.187 -2.663 -1.402
C 0.707 0.617 -5.678
C -6.319 1.454 4.432
C 0.839 3.538 5.166
C -4.020 1.457 3.708
C 3.789 -5.791 -1.064
C 0.413 -0.305 0.100
C -3.279 2.727 -7.331
C -2.411 4.437 -1.748
C -0.724 4.404 3.537
C 1.266 3.169 2.755
C 1.024 4.810 0.830
C 3.359 -2.059 -4.842
C 5.025 1.951 -5.794
C 6.144 1.385 -0.461
C -0.009 1.389 -1.675
C -5.371 -1.325 1.786
C 6.004 0.812 -1.869
C 6.816 -0.861 -3.454
C 8.237 -0.327 -3.680
C -2.571 2.995 8.577
C -3.347 1.755 -4.963
C 0.950 0.391 -1.081
C -2.469 -2.224 4.243
C 0.895 -1.073 -8.375
C -2.653 2.550 7.154
C -1.962 0.270 -0.525
C 1.201 -2.457 -5.749
C 8.868 2.103 -4.220
C 3.577 -4.238 -1.214
C 2.371 -2.537 2.345
C 0.777 1.058 5.656
C 6.356 -0.678 -2.019
C 1.369 1.125 -6.989
C 1.619 2.337 5.663
C -0.629 -5.716 5.956
C -2.136 2.000 -7.957
C -2.315 -2.097 5.742
C -5.853 1.806 2.168
C -3.403 -6.068 4.411
C -4.442 4.381 2.856
C -5.003 -4.319 3.794
C 6.094 -2.611 3.351
C -2.268 -4.169 -1.056
C -5.343 3.537 3.852
C -4.692 3.967 1.447
C -4.970 2.444 1.145
C -2.522 -3.730 3.878
C 4.870 3.235 -6.567
C -0.618 2.004 3.913
C 0.212 -6.755 6.797
C 2.654 0.398 -8.938
C 5.194 -1.874 1.060
C 6.712 -3.897 1.225
H -4.884 3.653 4.834
H -3.268 -4.598 -0.991
H 8.366 2.172 -5.143
H -2.342 2.234 9.283
H -3.310 -3.530 -6.382
H -3.274 1.923 -3.920
H -3.590 3.346 8.934
H -6.847 2.222 2.159
H -1.572 1.635 -9.979
H -2.662 -2.248 8.412
H -4.760 0.225 -4.493
H 0.200 -6.493 7.877
H -0.311 -7.733 6.661
H 5.512 -1.338 -1.910
H -7.701 3.597 6.072
H 3.303 -0.375 -9.370
H -7.316 2.694 7.505
H -2.218 0.979 -7.657
H -2.739 -3.619 -4.704
H -5.217 -3.236 3.620
H 1.479 2.652 0.760
H 1.296 -3.230 -4.956
H -7.317 1.665 4.064
H 5.686 2.603 1.629
H -3.367 1.659 -9.904
H 4.195 -1.457 -4.844
H 6.779 -3.367 3.829
H -0.938 5.610 -2.660
H -1.689 -4.770 -1.790
H -0.057 1.215 6.325
H 3.728 -3.006 -5.314
H 1.873 5.365 1.185
H 6.613 -1.882 -3.670
H 3.861 3.692 -6.524
H 1.997 0.707 -9.776
H 7.327 -3.120 0.775
H 8.461 -0.365 -4.721
H 1.692 -4.951 2.171
H -2.583 -6.434 5.035
H -5.839 0.716 2.179
H -2.490 6.404 -2.851
H 4.860 -5.895 -0.785
H 1.891 4.011 2.974
H -1.817 0.914 0.357
H 4.916 -2.158 0.031
H -5.556 4.462 1.025
H 0.366 1.458 -5.104
H -6.612 -2.761 1.857
H -1.186 2.505 -7.723
H 0.194 -0.486 -8.882
H 4.509 -1.263 4.230
H 6.188 -1.347 0.980
H 2.230 1.801 -6.897
H -1.624 4.324 4.242
H 3.179 -6.337 -0.396
H 6.500 2.399 -0.377
H -6.216 4.242 -5.171
H -6.154 0.898 6.512
H 3.142 -3.080 5.039
H -6.110 0.420 4.270
H 1.299 -3.077 -6.612
H 1.117 -0.689 -3.951
H -3.417 4.198 3.108
H 0.320 -1.629 -7.603
H -2.663 -3.808 2.769
H 5.683 3.935 -6.249
H -2.516 -1.326 1.138
H -0.299 -1.671 -1.908
H 4.428 2.169 -2.702
H -1.045 -2.402 1.399
H 7.001 -1.065 -1.282
H -4.112 0.439 3.427
H -3.899 4.325 0.808
H 8.930 -0.933 -3.051
H 2.317 -2.711 1.258
H -2.059 1.637 -2.154
H -0.633 -0.103 4.531
H 1.820 2.236 2.857
H 1.180 -0.414 -1.839
H -5.108 -2.088 5.318
H 9.873 1.593 -4.412
H 1.096 -1.089 0.526
H 2.819 -1.532 2.411
H -4.377 -6.539 4.538
H -3.484 1.589 4.692
H -6.400 3.856 3.845
H 1.707 -4.780 3.916
H -1.085 1.911 2.965
H -0.096 -2.783 -0.579
H -1.738 6.435 -1.266
H 3.294 1.275 -8.782
H -6.725 1.658 -4.604
H -5.918 3.218 -6.514
H 1.846 2.609 6.721
H 0.087 5.372 1.154
H -3.314 -1.637 3.830
H 0.294 0.459 0.912
H -2.531 -2.398 -2.413
H 2.338 0.499 -4.512
H 5.398 -2.265 5.467
H -5.896 -4.749 4.263
H 6.798 0.721 0.180
H -4.078 1.844 1.045
H 9.388 2.125 -1.474
H -1.965 4.005 -4.515
H 6.712 -1.803 3.057
H 9.194 3.028 -3.793
H 0.052 2.262 -0.936
H -5.306 2.352 6.072
H -1.026 4.242 2.496
H -1.590 -1.804 3.711
H -7.166 -1.486 0.707
H 4.265 0.549 -3.129
H -2.892 -2.154 -0.734
H 8.845 0.483 -1.173
H 1.483 4.385 5.084
H -1.358 -2.460 6.085
H -2.562 3.107 -9.804
H -1.114 2.750 -5.370
H -1.559 -4.176 4.122
H -0.254 0.191 -6.089
H -2.414 -1.095 6.111
H -0.125 3.027 1.089
H -1.504 0.094 -2.561
H 7.236 -4.460 1.972
H -8.280 1.943 6.254
H 3.029 -2.347 -3.847
H -4.700 -4.790 2.845
H -2.542 -4.002 8.140
H 6.160 -0.261 -4.079
H 1.399 -2.576 2.859
H 0.368 1.869 -2.624
H 5.206 1.348 0.072
H 2.587 2.141 5.168
H -4.122 -3.333 8.526
H -5.380 2.259 0.154
H 1.445 0.270 6.047
H -2.984 -0.147 -0.555
H 1.930 0.826 -0.689
H -4.998 0.900 -6.167
H -0.022 3.901 5.785
H -2.623 1.117 -5.386
H -7.433 -1.336 2.606
H 6.441 -4.608 0.414
H -4.641 5.400 3.047
H -0.285 5.349 3.621
H 3.891 0.820 -1.466
H -1.531 4.308 -6.269
H -5.343 2.254 -3.552
H -4.147 2.135 -7.545
H 4.575 -1.136 1.557
H 1.201 -6.804 6.434
H 1.408 -1.884 -8.874
H 0.609 1.387 -7.722
H 5.021 2.930 -7.615
H -1.649 -3.864 -6.170
H -1.181 -0.702 2.019
H -4.088 4.207 -4.311
H -3.440 3.726 -7.742
H -4.497 -0.974 6.714
H -4.130 4.869 -5.979
H 2.801 -5.901 3.203
H 0.200 -2.033 -5.791
H 10.192 0.816 -2.183
H -3.398 1.920 2.947
H -5.483 -2.379 7.101
H 0.758 0.374 3.593
H 5.731 2.265 3.429
H 4.285 -4.348 4.592
H -3.089 -6.209 3.353
H -1.706 -4.381 -0.130
H -1.428 2.201 4.633
H 1.044 4.885 -0.278
H 3.605 -6.186 -2.113
H 4.577 3.410 2.630
H -1.983 3.895 8.768
```

Computed properties:
**2S+1**: 1
**E_tot**: -5400.93052 Ha
**LUMO level**: -2.18 eV

---

2.
DFT (ωB97M-V/def2-TZVPD) results for a molecular structure, C8Cs3F24N4O16S8 at a distorted geometry.

```
63
Properties=species:S:1:pos:R:3
Cs 0.080 -4.268 -1.560
Cs 0.314 -2.817 -6.193
Cs 2.505 -1.427 0.906
S -1.363 -0.691 -0.759
S 2.453 -0.133 -8.618
S 4.055 -0.759 -6.739
S 1.610 -1.115 5.779
S 0.364 -0.625 -2.639
S -4.326 4.381 5.056
S 0.245 -3.110 4.724
S -3.164 2.958 3.429
F 2.324 1.238 4.700
F -0.313 -0.002 -8.440
F -0.639 -0.844 1.800
F 3.714 -3.354 -6.261
F -2.492 -2.690 4.275
F -2.687 5.321 7.033
F -2.794 -1.490 1.354
F -2.111 -4.067 5.886
F 0.445 1.486 5.719
F -1.640 -4.714 3.951
F 0.477 0.375 3.906
F -1.209 4.318 2.041
F -1.003 2.186 2.108
F 2.297 0.712 -1.452
F -1.295 -2.711 0.916
F -4.844 6.104 7.037
F 2.622 0.348 -3.584
F 5.408 -2.660 -5.154
F -2.454 2.991 0.851
F 0.475 -0.159 -10.445
F 3.480 -2.074 -4.481
F -3.423 6.860 5.642
F 0.419 -1.862 -9.162
F 2.948 -1.285 -2.000
O -2.348 -1.319 -1.621
O 4.244 0.381 -5.868
O -2.596 1.717 4.054
O 2.388 1.335 -8.433
O 0.407 -1.639 -3.673
O 2.713 -1.547 4.954
O 3.352 -0.453 -9.747
O 5.169 -0.803 -7.688
O 1.062 -4.227 5.343
O 1.929 -0.892 7.185
O -4.471 2.836 2.699
O 0.482 -2.911 3.279
O -4.625 3.218 5.814
O -5.369 4.968 4.244
O -0.272 0.602 -2.962
O -1.425 0.762 -0.557
N -2.966 4.335 4.345
N 2.469 -1.030 -7.385
N 0.106 -1.866 5.600
N -0.041 -1.319 -1.098
C 2.233 -0.191 -2.381
C -1.655 -3.652 4.685
C 0.655 -0.569 -9.154
C 1.145 0.626 4.978
C -1.568 -1.413 0.970
C 4.207 -2.322 -5.527
C -3.793 5.786 6.301
C -1.909 3.169 2.022
```

Computed properties:
**Charge**: -1
**2S+1**: 1
**E_tot**: -7370.31985 Ha
**LUMO level**: -1.15 eV

---

3.
DFT (ωB97M-V/def2-TZVPD) results for a single C8H10 molecule at a distorted geometry.

```
18
Properties=species:S:1:pos:R:3
C 2.388 -0.043 -0.943
C 0.091 -0.608 0.923
C -0.063 -0.064 -0.342
C 0.996 -0.239 -1.362
C -2.293 0.627 0.198
C -2.113 0.216 1.541
C -1.288 0.527 -0.652
C -0.941 -0.461 1.944
H 3.058 -0.065 -1.756
H -3.255 1.050 0.042
H 0.925 -1.300 -1.750
H 0.866 0.626 -2.124
H -2.687 0.326 2.175
H 2.898 -0.906 -0.074
H -0.881 -0.634 2.994
H 2.664 0.960 -0.290
H 0.958 -0.928 1.299
H -1.324 0.917 -1.822
```

Computed properties:
**2S+1**: 1
**Energy above the lowest of the compared OMol25 structures with the same formula, charge and spin**: 81.1 kcal per mole
**E_tot**: -310.70650 Ha
**LUMO level**: 1.01 eV

---

4.
DFT (ωB97M-V/def2-TZVPD) results for a single C8H10 molecule at a distorted geometry.

```
18
Properties=species:S:1:pos:R:3
C 1.148 0.656 0.432
C 0.076 1.452 -0.291
C 2.395 -0.055 -0.106
C -0.091 -1.372 0.470
C 1.042 -0.785 -0.302
C -2.220 -0.061 -0.073
C -1.219 1.187 0.260
C -1.153 -1.111 -0.351
H 2.703 0.366 -1.109
H 0.181 1.663 -1.447
H -0.187 -1.496 1.543
H -1.098 1.262 1.378
H -2.895 0.265 -0.825
H 3.400 -0.189 0.618
H 1.154 0.456 1.527
H -2.945 -0.151 0.720
H 0.740 -0.774 -1.308
H -0.913 -0.864 -1.333
```

Computed properties:
**2S+1**: 1
**Energy above the lowest of the compared OMol25 structures with the same formula, charge and spin**: 186.9 kcal per mole
**E_tot**: -310.53785 Ha
**LUMO level**: 0.72 eV

---

5.
DFT (ωB97M-V/def2-TZVPD) results for a single C8H10 molecule at a distorted geometry.

```
18
Properties=species:S:1:pos:R:3
C -2.089 -0.887 -0.400
C -0.836 -0.116 -0.615
C 1.552 -0.248 1.030
C 0.610 -0.106 -0.271
C -0.267 0.954 -1.038
C 1.022 -1.058 2.188
C -0.024 2.149 -1.975
C 1.722 -1.011 -0.413
H -1.739 -1.980 -0.355
H -0.779 2.841 -1.870
H -2.564 -0.670 0.557
H 0.151 -1.668 2.127
H 0.244 1.621 -2.871
H 0.673 -0.403 2.886
H 1.799 -1.803 2.474
H -2.736 -0.598 -1.195
H 2.331 0.442 1.328
H 0.929 2.543 -1.585
```

Computed properties:
**2S+1**: 1
**Energy above the lowest of the compared OMol25 structures with the same formula, charge and spin**: 187.7 kcal per mole
**E_tot**: -310.53650 Ha
**LUMO level**: 0.10 eV

---

6.
DFT (ωB97M-V/def2-TZVPD) results for a single C8H10 molecule at a distorted geometry.

```
18
Properties=species:S:1:pos:R:3
C -2.561 0.884 0.428
C 0.169 0.226 1.776
C 0.584 0.247 -0.843
C -0.476 1.035 -1.266
C 1.724 0.091 -1.757
C -0.525 -1.027 1.370
C -1.557 1.079 -0.423
C 0.639 -0.458 0.398
H 1.429 -1.125 0.479
H -0.040 -2.027 1.612
H 2.707 0.259 -1.385
H -0.329 1.348 1.773
H -3.394 0.414 1.247
H 1.721 -1.098 -1.900
H -0.862 1.097 -2.395
H 1.576 0.393 -2.855
H -1.585 -1.225 1.044
H 0.778 -0.112 2.699
```

Computed properties:
**2S+1**: 1
**Energy above the lowest of the compared OMol25 structures with the same formula, charge and spin**: 165.9 kcal per mole
**E_tot**: -310.57124 Ha
**LUMO level**: 0.52 eV

---

7.
DFT (ωB97M-V/def2-TZVPD) results for a molecular structure, C8H10AuBrNO13P2S.

```
37
Properties=species:S:1:pos:R:3
Au 0.226 -0.066 0.456
Br -2.438 5.914 1.342
S 1.099 2.108 -0.733
P -2.416 -1.628 0.468
P -1.300 -0.966 3.036
O 1.216 1.605 0.767
O -1.583 -2.354 3.470
O -3.643 1.581 -3.178
O 0.067 -0.722 2.346
O -2.812 -3.018 1.080
O -3.449 -1.346 -0.625
O -0.954 -1.659 -0.007
O -2.333 0.910 1.489
O -1.393 0.058 4.256
O -2.995 0.938 -1.129
O 0.769 0.683 -1.304
O -0.040 2.957 -0.879
O 2.367 2.590 -1.160
N -5.410 4.915 -1.307
C -2.597 -0.436 1.851
C -4.652 5.519 -0.397
C -4.976 3.756 -1.800
C -3.012 3.766 -0.449
C -3.796 3.138 -1.405
C -3.453 1.790 -1.997
C -3.456 4.978 0.044
C -3.990 -0.575 2.473
H -1.088 0.938 3.993
H -4.756 -0.554 1.697
H -3.277 -0.369 -1.066
H -5.004 6.466 -0.006
H -2.353 -3.126 1.952
H -2.598 1.081 0.549
H -4.139 0.279 3.133
H -2.079 3.330 -0.119
H -4.088 -1.494 3.047
H -5.592 3.283 -2.555
```

Computed properties:
**Charge**: -1
**2S+1**: 1
**Energy above the lowest of the compared OMol25 structures with the same formula, charge and spin**: 0.0 kcal per mole
**E_tot**: -5134.66142 Ha
**LUMO level**: 0.62 eV

---

8.
DFT (ωB97M-V/def2-TZVPD) results for a molecular structure, C8H10B3IO8 at a distorted geometry.

```
30
Properties=species:S:1:pos:R:3
I -2.809 2.316 -2.832
O -1.510 1.701 -0.068
O 0.334 0.195 -0.406
O 2.685 3.085 -1.026
O -1.764 -0.206 -1.466
O -4.701 -3.095 -1.915
O 2.821 2.368 1.071
O -5.027 -2.621 0.271
O -3.374 -1.621 -0.920
C -0.426 -2.259 -0.677
C 1.942 1.413 1.689
C 2.972 2.185 -0.272
C 3.539 0.900 -0.811
C -1.035 -2.695 1.869
C -0.745 -2.569 0.712
C 0.462 1.798 1.589
C -4.395 -2.457 -0.827
B -0.653 -0.711 -0.882
B -1.936 1.103 -1.256
B -0.273 1.219 0.310
H 4.306 0.453 -0.172
H 2.108 0.392 1.333
H -1.422 -2.533 2.849
H -0.047 1.421 2.482
H 3.998 1.086 -1.781
H 0.395 2.891 1.599
H 2.207 1.402 2.750
H 2.763 0.147 -0.966
H -1.051 -2.830 -1.369
H 0.635 -2.478 -0.878
```

Computed properties:
**Charge**: -2
**2S+1**: 1
**E_tot**: -1285.20641 Ha
**LUMO level**: 4.11 eV

---

| no. | HOMO-LUMO gap (eV) |
| --- | --- |
| 1 | 5.70 |
| 2 | 5.07 |
| 3 | 10.00 |
| 4 | 8.40 |
| 5 | 7.49 |
| 6 | 8.24 |
| 7 | 7.48 |
| 8 | 2.16 |